# 1
Formula: C3H6INO
Source: the Open Molecules 2025 dataset
Level of theory: ωB97M-V/def2-TZVPD

Calculated values
frontier orbital gap (spin up / spin down) = 8.45 / 6.82 eV
charge = 0
energy relative to the best compared isomer or geometry (same formula, charge and spin) = 545.22 kJ/mol
HOMO energy (spin up / spin down) = -0.2991 / -0.2613 Eh

Each line ends with the Löwdin charge.
Atoms and positions in Å:
I -3.7416 -0.4041 -0.0027  0.63
O 0.9227 0.4357 0.3620  -0.06
N -0.4578 -1.2587 -0.7202  0.16
C -0.0361 -0.3219 -0.0527  -0.35
C -2.4684 0.9818 0.9641  -0.53
C 2.2433 0.0660 -0.0422  -0.07
H 2.2325 -0.9765 -0.4061  0.08
H 2.6222 0.7651 -0.9435  0.13
H 3.0119 0.2120 0.7894  0.10
H -1.3974 0.5291 0.8333  -0.09
H -0.3439 -2.0188 -1.3324  0.06
H -2.5875 1.9905 0.5508  -0.05

Atomic forces in eV per Å
I 0.14 0.60 0.46
O 1.23 -0.02 0.05
N 0.65 1.89 1.50
C -2.71 -0.95 -0.75
C 1.14 -0.95 -1.34
C 2.76 1.06 -1.71
H 0.17 0.47 0.29
H -1.08 -1.52 1.97
H -1.44 -0.27 -0.90
H -1.45 0.68 0.87
H 0.77 -0.76 -0.70
H -0.18 -0.25 0.26

=====

# 2
Formula: C14H40AgO8S6
Source: the Open Molecules 2025 dataset
Level of theory: ωB97M-V/def2-TZVPD

Calculated values
frontier orbital gap = 3.38 eV
charge = -1
energy relative to the best compared isomer or geometry (same formula, charge and spin) = 430.67 kJ/mol
HOMO energy = -0.1096 Eh

Each line ends with the Löwdin charge.
Atoms and positions in Å:
Ag -2.0532 -2.4650 -4.6607  0.54
S 1.1904 0.0940 4.1925  0.85
S 3.8739 1.3853 -1.6080  0.86
S 2.1219 -2.6214 -3.9871  0.80
S -3.4821 1.5307 3.1503  0.83
S -3.7565 -5.1964 -0.8806  0.84
S 0.6088 4.2112 0.7724  0.82
O 1.8863 -1.0919 -4.0678  -0.55
O 2.6577 1.5220 -2.5624  -0.56
O 1.6548 4.4421 1.8696  -0.60
O -4.7087 -5.6362 0.2598  -0.62
O -2.4686 1.7467 4.2766  -0.56
O -0.0372 -0.0148 5.1478  -0.61
O -0.5872 1.7987 -1.4031  -0.33
O -1.1291 -1.0761 -2.6538  -0.41
C -0.5422 0.6179 -0.6286  -0.39
C -2.1741 -4.7751 -0.0614  -0.27
C -3.2793 -0.1439 2.4169  -0.26
C 1.3545 4.7771 -0.8013  -0.23
C 3.7917 -0.4450 -1.3230  -0.27
C 3.2702 1.7755 0.1588  -0.24
C 3.8534 -3.1508 -4.2510  -0.28
C -1.1025 -0.8184 -1.2177  -0.32
C 1.1740 1.8859 3.6722  -0.25
C 0.6848 -0.6621 2.6086  -0.27
C -3.1719 2.5507 1.7009  -0.27
C -4.3509 -3.4306 -1.1377  -0.24
C -0.8069 5.3906 1.0704  -0.24
C 1.6235 -3.1562 -2.2681  -0.24
H 2.0890 2.0320 3.0981  0.02
H -3.2734 3.6029 1.9667  0.04
H -0.4806 6.4224 0.9401  0.04
H 4.5987 -0.6299 -0.6140  0.03
H 2.8610 -0.7963 -0.8773  0.04
H 4.1335 -0.9368 -2.2336  0.02
H 3.7958 1.1491 0.8795  0.04
H 0.5157 0.3604 -0.5768  0.04
H -3.7728 -2.9392 -1.9202  0.00
H 0.5707 -3.4386 -2.2741  0.02
H 1.7649 -2.4282 -1.4693  0.03
H 4.1811 -2.8540 -5.2473  0.05
H 0.7710 -1.7480 2.5707  0.05
H -0.4513 -1.5588 -0.7531  0.05
H -5.3732 -3.4454 -1.5156  0.04
H 2.1628 -4.0720 -2.0259  0.04
H -3.2582 -0.2645 1.3337  0.03
H -2.0523 -1.0477 -0.7345  0.05
H 1.1342 2.5881 4.5049  0.06
H 2.1940 1.6154 0.0939  0.03
H 3.5982 2.7956 0.3588  0.03
H -1.6322 5.1686 0.3939  0.04
H -2.2949 -4.2966 0.9105  0.06
H -0.7961 0.6969 0.4285  0.04
H 1.3420 -0.2917 1.8218  0.03
H -1.7261 -4.0285 -0.7171  0.02
H -1.4964 -5.6285 -0.0378  0.04
H -2.5347 -0.8191 2.8385  0.05
H -3.8596 2.3066 0.8912  0.06
H 4.5485 -2.7702 -3.5027  0.03
H 2.2966 4.2933 -1.0592  0.04
H 3.9106 -4.2384 -4.2944  0.04
H -2.1317 2.3753 1.4268  0.03
H 0.3728 2.1869 2.9972  0.03
H -4.2251 -2.8538 -0.2215  0.05
H 0.5223 4.5226 -1.4576  0.05
H -1.1252 5.1997 2.0953  0.04
H -0.3498 -0.3880 2.4023  0.02
H -4.1690 -0.7359 2.6317  0.03
H 1.5434 5.8501 -0.8362  0.04

Atomic forces in eV per Å
Ag 0.61 0.92 1.61
S -2.96 1.03 1.46
S -3.85 -1.68 -0.65
S -2.32 2.16 -0.27
S -0.24 -0.42 1.79
S -1.88 1.22 2.80
S 1.30 -0.33 1.08
O 1.39 -3.04 0.12
O 2.65 0.87 1.74
O -1.11 0.26 -0.90
O 1.43 0.01 -1.82
O -0.95 -0.06 -2.22
O 2.37 -0.40 -1.56
O -1.08 -2.18 2.14
O -0.14 0.35 1.45
C 1.38 2.15 -3.60
C 0.07 0.49 -0.91
C -0.54 -1.20 -0.33
C -1.23 0.66 0.35
C 1.83 0.64 0.51
C 0.99 0.13 -1.35
C 0.37 0.16 0.66
C -0.54 -0.81 -1.93
C 0.42 -0.56 -0.82
C 0.10 0.37 -0.19
C 1.15 -0.09 0.17
C 0.86 -0.50 -0.66
C 0.87 -0.07 -0.56
C 0.74 -0.51 -0.18
H 0.17 0.16 0.13
H -0.19 -0.13 0.25
H 0.02 0.01 0.13
H 0.10 -0.18 0.36
H -0.12 0.44 -0.51
H -0.70 0.11 -0.13
H -0.17 -0.27 -0.12
H 0.91 -0.44 0.09
H 0.39 -0.04 -0.03
H -0.06 0.45 -0.51
H 0.16 0.21 -0.48
H -0.37 0.53 0.07
H 0.08 0.00 0.64
H 0.60 -0.29 0.27
H -0.04 -0.35 0.46
H 0.28 -0.05 0.00
H 0.54 0.85 -0.20
H -0.83 0.36 -0.09
H 0.19 -0.59 0.31
H -0.03 0.17 0.20
H -0.56 0.10 0.03
H 0.17 -0.16 -0.12
H -0.39 -0.33 0.01
H -1.06 -0.05 0.49
H -0.07 0.27 -0.08
H 0.20 0.12 -0.14
H -0.33 -0.12 0.16
H 0.64 0.85 0.26
H 0.10 -0.21 0.12
H 0.03 0.02 -0.04
H -0.49 -0.56 0.29
H -0.36 -0.10 0.41
H 0.01 0.05 -0.52
H -0.32 -0.62 0.10
H -0.21 -0.33 0.09
H 0.40 -0.21 -0.64
H 0.22 -0.03 -0.03
H 0.14 0.18 0.04
H -0.54 0.48 0.48
H -0.19 0.14 0.34

=====

# 3
Formula: C3H8NO2
Source: the Open Molecules 2025 dataset
Level of theory: ωB97M-V/def2-TZVPD

Calculated values
frontier orbital gap = 9.66 eV
charge = +1
energy relative to the best compared isomer or geometry (same formula, charge and spin) = 562.15 kJ/mol
HOMO energy = -0.5043 Eh

Each line ends with the Löwdin charge.
Atoms and positions in Å:
O -0.0965 -0.5173 -0.1501  -0.02
O -2.2747 -0.4592 0.0529  0.06
N 2.4526 0.2920 -0.1170  0.07
C -2.3991 0.9661 -0.0907  0.05
C 1.9175 -1.0021 -0.2567  0.11
C -1.2125 -1.0438 0.0131  -0.34
H -1.5448 1.3283 -0.6187  0.09
H 3.4302 -0.0747 -0.1307  0.19
H -3.3460 1.0292 -0.5152  0.09
H -1.2851 -2.1554 0.1495  0.19
H 2.2152 0.9598 -0.7958  0.14
H -2.3994 1.4327 0.8619  0.10
H 2.0102 -1.4807 0.7753  0.08
H 2.5324 0.7251 0.8222  0.18

Atomic forces in eV per Å
O 0.52 0.68 0.37
O -4.10 1.48 0.52
N 1.91 -0.03 3.46
C 1.08 -0.53 0.37
C -2.04 -3.01 0.23
C 5.19 -3.49 0.04
H 0.09 0.37 -0.83
H 0.16 0.73 -1.14
H -1.32 0.79 -1.12
H -0.08 0.86 -0.16
H 0.00 1.02 -1.66
H -0.07 0.15 1.08
H -0.35 0.60 -1.04
H -1.00 0.37 -0.13

=====

# 4
Formula: C15H18N2O3S
Source: the Open Molecules 2025 dataset
Level of theory: ωB97M-V/def2-TZVPD

Calculated values
frontier orbital gap = 9.13 eV
SMILES = CCOc1ccc(CC(=O)Nc2nccs2)cc1OCC
charge = 0
energy relative to the best compared isomer or geometry (same formula, charge and spin) = 181.79 kJ/mol
HOMO energy = -0.3138 Eh

Each line ends with the Löwdin charge.
Atoms and positions in Å:
S -4.5520 -0.3416 -1.4639  1.03
O -1.4873 3.0364 0.2520  0.09
O 3.3239 1.2134 0.1010  -0.07
O 3.2526 -1.6603 -0.3322  -0.07
N -2.7726 1.3000 -0.2830  0.11
N -3.3500 -0.7525 0.7763  0.03
C -4.8827 -1.7882 -0.5829  -0.41
C 5.5712 -2.2193 -0.3576  -0.06
C -0.1145 -0.9881 0.9023  -0.03
C 4.4412 -1.6046 0.4513  -0.24
C -4.1580 -1.8199 0.5598  -0.24
C -3.4283 0.1097 -0.1743  -0.60
C -0.0744 0.3759 1.1504  -0.21
C 3.7556 1.2401 -1.2559  -0.24
C -1.2817 1.1136 1.6797  -0.06
C 1.0848 1.0792 0.8583  0.06
C 2.1819 -0.9454 0.1549  -0.21
C 2.2097 0.4440 0.3512  -0.20
C -1.8393 1.9170 0.5343  -0.45
C 1.0057 -1.6365 0.4189  0.01
C 5.1056 1.9355 -1.3089  -0.06
H -4.1750 -2.6056 1.2926  0.11
H 4.6795 -0.5710 0.7241  0.11
H -2.0220 0.4127 2.0566  0.10
H -0.9744 1.8124 2.4586  0.13
H 1.1270 2.1473 1.0087  0.13
H -3.0378 1.8684 -1.0805  0.14
H 3.8282 0.2239 -1.6600  0.12
H -1.0165 -1.5441 1.1044  0.10
H 5.0240 2.9317 -0.8827  0.08
H 5.3119 -3.2353 -0.6430  0.08
H 4.2808 -2.1749 1.3783  0.13
H 3.0165 1.7945 -1.8527  0.13
H 5.4385 2.0138 -2.3402  0.08
H 5.7461 -1.6411 -1.2614  0.07
H -5.5792 -2.5072 -0.9610  0.06
H 6.4810 -2.2357 0.2360  0.08
H 5.8419 1.3750 -0.7383  0.07
H 0.9942 -2.7011 0.2415  0.12

Atomic forces in eV per Å
S 0.42 -0.01 0.59
O 0.13 0.21 0.02
O -0.09 -0.22 0.26
O -0.21 0.23 -0.16
N -0.07 0.56 -0.60
N 0.51 0.51 0.41
C 0.06 0.06 0.05
C -0.42 0.14 0.15
C 0.01 0.00 0.09
C 0.41 -0.10 0.27
C -0.54 -0.32 -0.52
C -0.80 -0.63 -0.58
C 0.07 -0.13 0.02
C 0.15 0.11 -0.46
C 0.10 0.13 0.08
C 0.18 -0.11 -0.06
C 0.01 -0.05 0.05
C -0.01 0.01 -0.07
C -0.09 -0.03 0.28
C 0.26 0.05 -0.09
C -0.41 -0.17 0.14
H -0.07 -0.19 0.07
H -0.08 -0.11 -0.04
H 0.13 0.12 0.06
H -0.09 0.03 -0.08
H 0.03 0.14 0.00
H 0.17 0.00 0.23
H -0.05 0.10 0.08
H -0.05 -0.03 0.03
H 0.04 0.12 0.01
H 0.03 -0.11 -0.03
H -0.01 0.10 -0.11
H 0.07 -0.11 0.09
H 0.06 0.02 -0.10
H 0.06 0.05 -0.09
H -0.15 -0.19 -0.04
H 0.11 -0.02 0.04
H 0.11 -0.05 0.03
H 0.04 -0.12 -0.02

=====

# 5
Formula: C11H11ClEuO2
Source: the Open Molecules 2025 dataset
Level of theory: ωB97M-V/def2-TZVPD

Calculated values
frontier orbital gap (spin up / spin down) = 4.56 / 4.50 eV
2S+1 = 8
charge = -2
HOMO energy (spin up / spin down) = 0.0031 / 0.0031 Eh

Each line ends with the Löwdin spin population.
Atoms and positions in Å:
Eu -1.1421 -0.9989 1.5757  7.03
Cl 0.2898 -3.1123 1.5950  -0.01
O -0.3291 0.6922 2.8291  -0.01
O -0.2592 2.0107 4.7100  0.00
C -1.9070 -1.3128 -1.2745  0.00
C -3.0399 0.2832 -0.0222  0.00
C -2.9811 -1.1336 -0.3283  0.00
C -2.0722 0.9523 -0.8300  0.00
C 2.0342 0.9948 -1.7416  0.00
C 3.0435 -0.9409 -0.9830  0.00
C 2.7594 1.3076 -0.5445  0.00
C 3.4069 0.1159 -0.0990  0.00
C -0.7181 1.1169 4.0149  0.00
C 2.2516 -0.3877 -2.0416  0.00
C -1.3942 -0.0224 -1.6135  0.00
H -0.6993 0.1895 -2.4289  0.00
H 4.0040 0.0190 0.8004  0.00
H 1.7738 -0.9435 -2.8416  0.00
H -1.5888 -2.2594 -1.7131  0.00
H 1.3604 1.6848 -2.2708  0.00
H 3.2450 -1.9961 -0.8178  0.00
H -3.6449 -1.9100 0.0508  0.00
H 2.9122 2.3036 -0.1450  0.00
H -3.7443 0.7604 0.6648  0.00
H -1.6272 0.5542 4.3660  0.00
H -1.9334 2.0326 -0.9112  0.00

Atomic forces in eV per Å
Eu 0.31 0.73 -1.19
Cl 0.46 -1.25 0.26
O -0.37 1.44 2.78
O -0.13 -0.32 -0.14
C -0.75 0.76 0.15
C -0.13 -0.63 -0.61
C 0.49 1.01 -0.62
C -0.25 -0.77 -0.01
C 0.60 -0.30 0.38
C -0.07 0.85 -0.35
C 0.17 -0.83 -0.90
C -0.81 0.11 -0.65
C 0.52 -0.50 -2.02
C -0.02 0.52 1.19
C -0.68 -0.37 0.42
H 0.04 -0.15 0.69
H -0.03 -0.02 -0.01
H 0.00 -0.02 0.07
H -0.09 0.31 0.17
H 0.45 -0.32 0.12
H 0.10 0.13 -0.15
H 0.15 0.12 0.00
H -0.21 -0.05 0.17
H 0.18 -0.13 -0.25
H 0.04 0.11 0.28
H 0.06 -0.42 0.22